[1]
{"formula": "C4H6AlFO4", "method": "ωB97M-V/def2-TZVPD", "elements": ["C", "O", "Al", "H", "H", "H", "C", "O", "C", "C", "O", "O", "F", "H", "H", "H"], "positions_angstrom": [[-0.577, 1.383, -1.613], [0.010, 0.130, -1.778], [-0.138, -1.289, -2.648], [-0.620, 1.654, -0.544], [0.003, 2.165, -2.133], [-1.598, 1.375, -2.033], [0.246, -1.101, -0.340], [1.307, -0.455, 0.246], [0.925, 0.086, 1.472], [-0.358, -0.669, 1.801], [-0.781, -1.149, 0.530], [0.452, -2.025, -1.153], [0.683, 1.431, 1.310], [1.740, -0.017, 2.196], [-0.170, -1.513, 2.476], [-1.127, -0.007, 2.211]], "forces_ev_per_angstrom": [[-0.9, 1.8, -0.2], [-0.3, 0.8, 0.5], [0.0, -1.1, -1.6], [0.0, -0.3, -0.5], [-0.1, -0.5, 0.2], [0.4, 0.1, 0.3], [1.3, 1.1, 4.4], [-0.4, -0.9, -1.0], [-0.1, 0.4, 0.6], [0.1, 0.7, 0.8], [0.3, -0.2, -1.9], [-0.1, -1.5, -1.0], [0.0, -0.4, 0.0], [-0.2, 0.0, -0.3], [-0.1, 0.1, -0.3], [0.2, -0.2, -0.1]], "total_energy_ha": -799.02600, "relative_energy_kj_mol": 19.8, "charge": 1, "lumo_energy_ev": [-4.1, -6.8], "spin_multiplicity": 2, "largest_force_ev_per_a": 4.7}


[2]
{"formula": "C9H5BCl16F7O2", "method": "ωB97M-V/def2-TZVPD", "elements": ["F", "C", "F", "F", "C", "F", "F", "C", "F", "F", "B", "O", "C", "C", "O", "H", "H", "H", "H", "H", "C", "Cl", "Cl", "Cl", "Cl", "C", "Cl", "Cl", "Cl", "Cl", "C", "Cl", "Cl", "Cl", "Cl", "C", "Cl", "Cl", "Cl", "Cl"], "positions_angstrom": [[-1.630, 0.372, -0.789], [-1.669, -0.995, -1.071], [-2.434, -1.727, -0.147], [-2.378, -1.110, -2.301], [-0.234, -1.659, -1.333], [-0.474, -3.066, -1.474], [0.211, -1.215, -2.581], [0.815, -1.496, -0.141], [0.089, -1.107, 1.056], [1.415, -2.754, 0.156], [1.985, -0.363, -0.365], [2.852, -0.409, -1.543], [2.550, 0.872, -2.181], [1.704, 1.764, -1.118], [1.436, 0.942, 0.060], [2.734, -0.611, 0.556], [2.023, 0.698, -3.190], [3.431, 1.528, -2.481], [0.737, 2.256, -1.484], [2.390, 2.571, -0.703], [-0.698, 5.165, -3.296], [-1.638, 4.484, -4.642], [0.641, 6.137, -3.944], [-1.750, 6.198, -2.305], [-0.046, 3.844, -2.301], [-2.690, 3.508, 0.676], [-2.306, 5.200, 1.064], [-3.735, 3.453, -0.760], [-1.192, 2.618, 0.353], [-3.535, 2.765, 2.051], [-2.377, -2.642, 3.784], [-2.105, -4.379, 4.049], [-2.148, -1.768, 5.316], [-1.225, -2.037, 2.577], [-4.037, -2.386, 3.201], [2.656, -4.929, 3.049], [3.970, -4.494, 4.165], [3.314, -5.135, 1.414], [1.909, -6.452, 3.582], [1.436, -3.643, 3.041]], "forces_ev_per_angstrom": [[-0.2, -3.7, -0.4], [-1.6, -0.1, -1.5], [1.8, 2.1, -1.8], [1.1, 0.3, 2.3], [-0.4, -2.0, 0.4], [-0.1, 2.4, -0.2], [-0.6, -0.5, 2.4], [0.4, -0.2, -0.3], [1.4, -0.3, -2.7], [-1.5, 1.8, -0.7], [1.4, -0.9, 3.0], [-1.4, 2.9, -1.1], [-0.7, 0.5, -0.8], [0.7, 0.0, 1.2], [-0.1, 0.8, -3.4], [0.2, -0.8, 0.6], [0.3, 0.2, 1.5], [-0.5, -1.3, 0.7], [1.6, -1.5, 0.4], [-0.8, -0.5, -0.9], [0.0, -0.1, 0.1], [0.1, 0.1, 0.2], [-0.2, -0.1, 0.0], [0.1, -0.1, -0.2], [-0.4, 1.2, -1.1], [0.4, -0.2, -0.1], [-0.1, -0.1, 0.0], [0.1, 0.0, 0.2], [-0.4, 0.6, 0.9], [0.1, 0.1, -0.2], [0.3, 0.1, -0.3], [-0.1, 0.2, 0.0], [-0.1, -0.1, -0.1], [-1.4, -0.6, 1.4], [0.1, 0.0, 0.1], [-0.2, 0.3, -0.2], [-0.1, -0.1, -0.1], [-0.1, 0.0, 0.3], [0.1, 0.1, 0.0], [0.4, -0.5, 0.1]], "total_energy_ha": -8583.41087, "charge": -1, "lumo_energy_ev": 2.0, "largest_force_ev_per_a": 3.8}


[3]
{"formula": "C10H34BF4O7", "method": "ωB97M-V/def2-TZVPD", "elements": ["B", "F", "F", "F", "F", "C", "O", "H", "H", "H", "H", "C", "O", "H", "H", "H", "H", "C", "O", "H", "H", "H", "H", "C", "O", "H", "H", "H", "H", "C", "C", "O", "H", "H", "H", "H", "H", "H", "C", "C", "O", "H", "H", "H", "H", "H", "H", "C", "C", "O", "H", "H", "H", "H", "H", "H"], "positions_angstrom": [[0.480, -0.131, -0.897], [0.448, 0.138, -2.246], [-0.517, 0.498, -0.310], [0.396, -1.503, -0.640], [1.666, 0.320, -0.398], [-0.219, -3.857, -5.102], [0.546, -4.396, -4.054], [-0.306, -4.524, -5.960], [-1.225, -3.626, -4.752], [0.226, -2.939, -5.485], [0.617, -3.723, -3.373], [-2.708, 4.665, 1.753], [-1.421, 4.584, 1.184], [-3.498, 4.492, 1.023], [-2.804, 3.900, 2.524], [-2.799, 5.675, 2.154], [-1.328, 3.678, 0.882], [5.705, 3.501, 1.664], [4.380, 3.830, 1.176], [5.610, 2.529, 2.149], [6.506, 3.430, 0.929], [6.054, 4.111, 2.497], [4.007, 3.056, 0.748], [5.491, -3.221, 0.040], [4.654, -2.851, 1.091], [6.258, -3.922, 0.370], [4.972, -3.629, -0.828], [6.013, -2.308, -0.244], [4.029, -2.167, 0.843], [-5.375, -4.140, 2.272], [-4.939, -2.770, 1.755], [-3.606, -2.644, 2.260], [-5.203, -4.348, 3.328], [-4.894, -5.004, 1.814], [-6.439, -4.361, 2.189], [-5.556, -1.964, 2.151], [-4.967, -2.645, 0.672], [-3.231, -1.980, 1.677], [-1.485, 2.378, -7.164], [-2.676, 2.006, -6.261], [-2.467, 2.467, -4.951], [-0.584, 1.935, -6.739], [-1.365, 3.460, -7.116], [-1.769, 2.078, -8.172], [-2.811, 0.924, -6.255], [-3.629, 2.391, -6.625], [-1.711, 1.990, -4.602], [0.956, -0.128, 6.377], [1.248, 0.801, 5.217], [1.764, 2.017, 5.808], [0.220, 0.239, 7.093], [1.813, -0.277, 7.032], [0.659, -1.130, 6.067], [0.289, 0.905, 4.711], [1.914, 0.330, 4.495], [2.615, 1.861, 6.224]], "forces_ev_per_angstrom": [[1.2, -1.2, -0.7], [-0.1, -0.1, -1.9], [-3.1, 1.7, 1.8], [-0.1, -1.1, -0.2], [2.1, 0.7, 0.8], [-0.3, 0.7, -0.1], [0.3, -0.5, -0.2], [0.2, -0.4, 0.3], [-0.2, 0.1, -0.1], [0.0, 0.2, 0.0], [0.0, 0.1, 0.2], [0.2, 0.0, 0.0], [0.0, 0.0, -0.2], [-0.1, 0.1, -0.2], [-0.2, 0.2, 0.4], [-0.2, -0.2, 0.2], [0.4, -0.1, -0.2], [-1.0, -1.2, 0.5], [1.4, 0.7, 0.3], [0.3, -0.4, -0.1], [-0.3, 0.2, -0.4], [-0.5, 0.7, -0.3], [0.0, -0.1, 0.0], [0.5, 1.0, -0.5], [-0.5, -0.7, 1.2], [-0.3, -0.1, 0.3], [-0.1, -0.1, 0.0], [0.4, -0.1, -0.6], [0.0, 0.0, -0.4], [-1.0, -0.9, -0.1], [0.3, -1.0, 1.2], [-0.3, 0.6, -0.8], [0.4, 0.9, 0.2], [0.3, 0.4, -0.5], [-0.3, 0.4, -0.4], [-0.2, 0.0, 0.2], [0.0, -0.5, -0.1], [0.8, 0.1, 0.2], [-1.3, 0.3, 0.6], [0.5, -0.3, -0.3], [-0.3, 0.2, 0.2], [0.1, -0.3, -0.5], [0.0, 0.0, -0.2], [0.7, -0.1, -0.2], [0.1, -0.3, -0.1], [0.1, 0.4, 0.0], [0.1, 0.0, 0.3], [0.2, -1.0, 0.7], [0.1, -0.4, 1.5], [-0.8, 0.2, -1.2], [-0.4, 0.3, -0.5], [0.5, 0.0, -0.2], [-0.2, 0.0, -0.2], [0.2, 1.1, -0.1], [0.3, 0.2, 0.1], [0.0, -0.4, -0.2]], "total_energy_ha": -1352.56776, "relative_energy_kj_mol": 153.1, "charge": -1, "lumo_energy_ev": 2.6, "largest_force_ev_per_a": 4.0}


[4]
{"formula": "C16H30BBr2F4InNO6", "method": "ωB97M-V/def2-TZVPD", "elements": ["In", "C", "C", "C", "N", "C", "C", "C", "C", "C", "H", "H", "H", "H", "H", "H", "H", "H", "H", "H", "H", "H", "H", "H", "H", "H", "H", "H", "B", "F", "F", "F", "F", "Br", "C", "C", "Br", "H", "H", "H", "H", "C", "C", "O", "C", "O", "O", "H", "H", "H", "H", "C", "C", "O", "C", "O", "O", "H", "H", "H", "H"], "positions_angstrom": [[1.858, 3.662, -6.869], [-5.682, 4.217, -1.861], [-5.129, 3.725, -0.506], [-3.691, 4.116, -0.260], [-3.159, 3.998, 1.240], [-4.050, 4.805, 2.196], [-1.806, 4.649, 1.261], [-1.094, 3.977, 2.435], [-1.573, 2.504, 2.320], [-2.982, 2.593, 1.767], [-6.740, 3.969, -1.939], [-5.182, 3.745, -2.707], [-5.581, 5.300, -1.934], [-5.242, 2.656, -0.326], [-5.810, 4.201, 0.200], [-3.485, 5.153, -0.524], [-3.044, 3.549, -0.930], [-4.172, 5.803, 1.774], [-3.648, 4.744, 3.207], [-4.996, 4.298, 2.385], [-1.839, 5.724, 1.089], [-1.312, 4.244, 0.378], [-1.367, 4.416, 3.395], [-0.035, 4.195, 2.293], [-1.426, 2.083, 3.315], [-0.784, 2.016, 1.748], [-3.617, 2.264, 2.589], [-3.168, 1.777, 1.069], [1.817, 0.961, -2.483], [0.423, 0.884, -2.321], [2.316, 0.326, -1.395], [2.061, 0.234, -3.601], [2.322, 2.237, -2.492], [6.009, 1.812, 4.544], [5.455, 0.635, 3.036], [4.903, -0.692, 3.556], [3.630, -0.550, 5.057], [6.390, 0.406, 2.525], [4.661, 1.202, 2.550], [5.736, -1.316, 3.882], [4.306, -1.252, 2.837], [-0.228, -4.072, -0.073], [-1.214, -4.233, 1.136], [-1.943, -5.419, 0.661], [-1.219, -6.121, -0.148], [-1.489, -7.191, -0.681], [-0.168, -5.406, -0.587], [0.820, -3.819, 0.085], [-0.597, -3.403, -0.850], [-1.851, -3.386, 1.390], [-0.699, -4.422, 2.078], [4.678, -5.597, -3.371], [4.662, -6.546, -4.586], [4.880, -7.823, -3.963], [4.851, -7.769, -2.625], [4.812, -8.701, -1.870], [4.781, -6.506, -2.222], [3.720, -5.078, -3.367], [5.559, -4.991, -3.159], [5.583, -6.305, -5.116], [3.788, -6.481, -5.233]], "forces_ev_per_angstrom": [[0.1, -0.1, 0.1], [0.5, -0.6, 0.0], [-0.8, 0.4, 0.5], [0.2, 0.2, 0.6], [-1.8, 0.7, -0.6], [-0.2, -1.1, -0.1], [0.7, -1.5, -0.5], [-0.4, 1.1, -0.1], [2.5, 1.3, 0.6], [0.6, -1.6, 0.5], [0.1, 0.0, 0.1], [0.1, 0.1, 0.0], [0.0, 0.0, 0.0], [-0.1, -0.1, -0.4], [0.3, 0.1, 0.4], [-0.3, 0.2, 0.2], [0.3, -0.4, 0.5], [0.0, -0.1, 0.4], [0.7, 0.6, -0.3], [-0.2, 0.1, -0.9], [-0.3, 0.0, 0.7], [0.1, 0.0, -0.2], [-0.1, 0.0, 0.0], [0.1, -0.6, 0.2], [-0.8, -0.3, 0.0], [-0.6, -0.3, -0.7], [-0.7, 1.2, 0.0], [0.0, 0.7, -0.8], [-0.9, -0.1, 0.3], [-1.2, 0.8, 0.2], [1.2, -1.2, 2.0], [0.9, -0.5, -1.9], [0.0, 1.0, -0.6], [-0.5, -0.8, -0.1], [-1.0, -0.4, 1.0], [0.5, -0.1, 0.2], [0.8, 0.7, -0.3], [-0.3, 0.4, -0.5], [0.6, 0.0, -0.4], [-0.3, -0.1, 0.3], [0.2, 0.2, -0.3], [-0.5, -0.1, 0.3], [1.2, -0.2, -0.8], [-1.0, 0.8, 2.1], [0.0, -0.6, -2.5], [0.3, 1.2, 1.3], [0.6, -0.3, 0.0], [-0.1, 0.2, 0.6], [-0.2, 0.0, 0.0], [-0.4, -0.3, -0.9], [0.1, -0.7, -0.2], [-0.8, -1.2, 0.6], [1.6, 0.5, 1.5], [-0.1, -0.7, -0.7], [-0.6, 0.4, -0.4], [0.1, 0.1, -0.4], [-0.2, 0.7, 0.0], [0.3, 0.4, 0.6], [-0.2, 0.5, -0.8], [0.0, -0.4, -0.7], [0.0, -0.4, 0.3]], "total_energy_ha": -6895.22532, "charge": 3, "lumo_energy_ev": -14.9, "largest_force_ev_per_a": 2.9}


[5]
{"formula": "H18KrNeO9", "method": "ωB97M-V/def2-TZVPD", "elements": ["Ne", "Kr", "O", "H", "H", "O", "H", "H", "O", "H", "H", "O", "H", "H", "O", "H", "H", "O", "H", "H", "O", "H", "H", "O", "H", "H", "O", "H", "H"], "positions_angstrom": [[-0.188, -0.563, 0.206], [3.094, -2.674, -0.025], [-1.387, -1.892, -1.721], [-2.278, -1.989, -2.055], [-1.220, -0.950, -1.752], [1.515, -0.463, 2.713], [1.866, -0.093, 3.523], [1.709, -1.398, 2.773], [-2.106, 1.000, -1.625], [-1.389, 1.372, -2.139], [-2.870, 1.065, -2.198], [0.477, 3.775, 1.041], [0.067, 2.912, 1.101], [0.537, 3.947, 0.101], [1.907, 0.202, -2.791], [1.789, -0.748, -2.809], [2.179, 0.393, -1.894], [-0.542, -3.663, 0.372], [-0.864, -3.123, -0.349], [-1.292, -3.751, 0.960], [-0.762, 1.370, 1.744], [-0.213, 0.630, 2.005], [-1.639, 0.998, 1.651], [3.232, 0.822, -0.385], [3.934, 0.933, -1.026], [3.653, 0.974, 0.461], [-2.970, 0.213, 1.073], [-2.526, -0.041, 0.264], [-3.715, 0.740, 0.783]], "forces_ev_per_angstrom": [[0.3, -0.2, -0.2], [0.0, 0.0, 0.0], [0.0, -0.5, -0.1], [-0.2, -0.1, -0.2], [0.0, 0.4, 0.0], [-0.1, 0.2, -0.2], [0.0, 0.2, 0.2], [0.0, -0.3, -0.1], [-0.1, -0.3, 0.1], [0.4, 0.2, -0.1], [-0.3, 0.1, -0.2], [0.3, 0.7, -0.1], [-0.4, -0.7, 0.3], [0.1, 0.1, -0.2], [-0.2, 0.1, -0.5], [0.0, -0.3, 0.0], [0.0, 0.1, 0.6], [0.3, -0.4, 0.4], [-0.1, 0.4, -0.5], [-0.1, 0.0, 0.2], [0.8, 0.7, 0.4], [0.5, -0.1, 0.2], [-0.6, 0.0, 0.0], [0.0, 0.0, -0.1], [0.3, 0.1, -0.2], [-0.1, 0.0, 0.3], [-0.6, -0.5, 0.3], [0.2, 0.0, -0.4], [-0.2, 0.2, 0.0]], "total_energy_ha": -3570.50394, "relative_energy_kj_mol": 0.0, "lumo_energy_ev": -0.1, "largest_force_ev_per_a": 1.1}